Record 1
97
Properties=species:S:1:pos:R:3:forces:R:3:mulliken_charge:R:1 method="wB97M-V/def2-TZVPD" e_above_lowest_kcal_mol=153.2 e_tot_ev=-93872.91591 gap_ev=6.1 fmax_ev_per_a=1.1 e_homo_ev=-8.806 total_charge=+1
C 0.92389 4.09970 -0.64204 0.016 -0.024 -0.002 -0.74
H 3.69301 -1.48942 3.17156 -0.008 0.013 0.001 0.49
H 1.51417 -4.56918 1.09188 -0.009 -0.010 0.007 0.43
C -3.43095 0.38086 2.74990 0.100 0.006 -0.198 -0.57
C 2.07855 6.05646 0.13841 0.012 -0.007 0.015 -0.68
C -0.55674 -4.20311 -3.96819 0.006 -0.024 -0.030 -0.86
H 1.53989 -0.41839 -4.00334 0.032 0.025 0.067 0.35
C 3.06455 -2.52068 -1.13141 -0.043 0.049 -0.037 -0.39
C -0.65824 -3.30333 0.69752 -0.222 0.213 -0.085 -0.78
H -4.04173 -1.18005 -0.12077 -0.024 0.051 -0.003 0.24
H 2.85096 -1.71536 -1.82669 0.055 -0.167 0.130 0.50
N -3.48951 -0.86365 0.66967 -0.358 0.048 0.059 -0.91
H 3.82648 -5.38798 1.34188 -0.008 0.006 -0.008 0.45
H -3.99595 1.01092 3.43509 -0.017 0.052 0.056 0.52
H 3.64717 1.73476 -0.09730 -0.002 -0.013 0.009 0.52
H -1.84041 -2.51400 4.62745 0.009 0.005 -0.014 0.41
C 3.95751 0.88128 -2.02920 0.002 -0.015 -0.078 -0.97
C 1.17718 0.39923 -2.04220 -0.021 0.154 0.060 -0.08
C 1.66511 0.90810 4.43549 -0.030 0.015 -0.016 -0.83
H 5.02235 1.08045 -2.02370 -0.025 -0.014 0.002 0.44
H -1.51087 3.45627 0.73479 -0.015 -0.017 -0.001 0.46
H -1.05419 2.41499 -3.32795 -0.006 -0.080 -0.011 0.30
C -1.26985 -1.90974 -4.21495 0.036 0.019 0.042 -0.63
H 2.56186 3.45683 2.25153 0.001 -0.007 0.004 0.34
H 2.86821 -0.54376 1.06440 -0.017 0.031 0.022 0.17
C 2.53563 -0.11762 2.00411 0.011 -0.046 -0.039 -0.95
C 2.03295 -3.09027 -0.38557 -0.034 -0.031 -0.042 0.18
H -3.18260 -1.71038 1.14689 0.107 0.019 -0.042 -0.33
C 1.36961 3.36493 0.46121 -0.007 -0.021 0.005 0.43
P 0.81482 1.59954 0.50821 0.294 0.272 -0.219 1.49
C -1.70012 -2.78611 3.58608 -0.116 0.069 0.135 -0.58
C -0.78327 -1.57272 -2.95005 0.186 -0.134 0.130 0.44
C 1.99460 0.04674 -3.13111 -0.126 0.142 -0.019 -0.69
H -2.08335 1.20865 -4.10759 0.062 0.051 0.057 0.35
H -0.45545 -5.20300 -4.37030 -0.013 0.023 0.014 0.43
H 3.95849 -0.00547 -3.99063 -0.024 0.028 0.021 0.43
C 1.27674 5.42923 -0.80824 -0.005 -0.022 0.011 -0.73
H -1.41556 0.89225 2.79604 -0.021 -0.041 0.002 -0.12
H -3.37787 -4.10904 3.76952 0.021 0.019 -0.012 0.36
C -0.23204 -1.20079 0.63889 0.088 0.222 -0.955 -0.55
C -2.28170 3.58559 -0.01578 -0.007 -0.143 -0.042 -0.32
H -5.17852 -0.61895 1.98164 -0.036 -0.031 0.025 0.47
H 1.32778 1.31801 5.37992 0.005 -0.002 -0.029 0.44
C 3.35864 0.27986 -3.13378 0.035 0.070 0.011 -0.76
C -2.57923 4.84337 -0.49825 -0.001 0.077 0.008 -1.12
C 1.63777 0.94708 2.00908 -0.117 -0.003 0.029 0.64
C 2.99612 -0.66067 3.19796 -0.043 0.037 -0.023 -0.44
Si -0.73894 0.19377 -2.22833 0.273 0.108 -0.435 2.01
C -0.68555 -2.13860 3.02462 0.139 -0.104 -0.194 -0.16
C -0.06879 -3.91177 -2.70441 -0.098 0.093 0.013 -0.73
H 2.92731 -0.57212 5.34484 -0.008 0.010 -0.030 0.40
C 1.80097 1.00305 -0.93458 0.025 -0.203 0.011 0.26
O -0.17721 -2.36864 1.72985 -0.176 -0.388 0.277 0.65
C 2.56403 -0.15003 4.41597 0.009 -0.028 -0.025 -0.89
P 0.35180 -2.42025 -0.50176 0.022 -0.108 0.557 0.89
C 2.31085 -4.11888 0.51217 0.058 0.015 -0.033 -0.75
H -1.72251 -1.13916 -4.83145 0.051 -0.044 0.021 0.41
N -2.87280 2.46294 -0.45740 -0.077 -0.076 -0.129 0.11
H 0.50197 2.27650 3.26436 0.034 -0.011 0.022 0.51
H 0.93435 5.97660 -1.67849 0.006 -0.027 0.015 0.47
H 3.16579 5.81913 1.97070 -0.022 -0.023 -0.022 0.44
C 2.18171 4.00149 1.39715 -0.041 0.013 -0.033 -0.46
C -2.63740 -3.75671 3.06251 -0.021 -0.128 -0.184 -0.51
H -0.04959 -1.42612 3.52953 0.055 0.047 -0.087 0.12
C -1.09150 1.37506 -3.67254 -0.076 -0.072 -0.139 -1.53
H -4.92435 3.85733 -2.72521 0.020 0.006 0.010 0.46
C -4.32052 -0.06546 1.59803 0.256 -0.029 -0.011 -0.65
C 4.63705 -4.01271 -0.09184 -0.002 0.003 0.002 -0.67
H 5.16287 -2.53435 -1.56039 -0.022 -0.004 -0.004 0.48
H 0.31355 3.60823 -1.39500 -0.004 0.025 -0.007 0.52
C -3.79336 2.59679 -1.40740 0.004 0.004 0.082 -0.21
C -1.78682 -4.03325 0.71759 0.486 -0.132 0.029 -0.89
H -4.69558 0.80785 1.06108 -0.024 -0.030 -0.047 0.25
C 4.36358 -2.98085 -0.98217 -0.048 -0.006 0.050 -0.65
C -0.20813 -2.61674 -2.19833 -0.138 0.157 -0.033 0.38
C 3.18126 1.24267 -0.94410 -0.075 -0.030 0.031 -0.10
H -3.44720 -5.01855 1.62634 -0.002 0.005 -0.022 0.39
C -3.53994 4.95835 -1.49020 -0.041 0.013 -0.052 -0.44
H 5.65068 -4.37763 0.01858 -0.026 0.012 0.003 0.42
Mg -1.75723 0.37512 0.06861 -0.082 -0.021 1.058 4.46
N -2.22975 1.06781 2.21504 -0.133 -0.059 -0.007 -0.63
H -0.35002 1.26640 -4.47069 -0.052 0.022 0.027 0.47
C -2.66881 -4.29060 1.82045 -0.146 0.146 0.185 -0.68
C 1.20270 1.44499 3.24003 -0.004 0.018 -0.035 -0.71
H -1.53980 -3.42947 -5.70665 0.000 0.016 0.040 0.41
C 2.52932 5.34023 1.23627 -0.012 -0.043 0.010 -0.69
H -3.80168 5.92648 -1.89893 0.003 -0.036 0.012 0.44
H -1.97317 -4.54319 -0.22096 -0.021 -0.037 0.027 0.46
H 2.35965 7.09467 0.01265 -0.013 -0.030 0.007 0.40
C -1.16483 -3.20260 -4.71533 -0.003 0.003 0.011 -0.74
C -4.16589 3.81427 -1.95702 0.033 0.037 0.011 -0.63
C 3.61260 -4.58153 0.65241 0.004 0.015 0.008 -0.84
H 0.41010 -4.68740 -2.11589 0.019 0.013 -0.015 0.46
H -2.05956 5.70904 -0.10898 -0.005 -0.055 -0.011 0.52
H -3.10354 -0.49823 3.30205 0.045 -0.022 0.028 0.04
I -4.78450 0.88485 -2.11135 0.098 0.081 -0.042 0.12
H -2.37913 2.06980 2.21848 0.009 0.019 0.031 0.38

=====

Record 2
21
Properties=species:S:1:pos:R:3:forces:R:3:nbo_charge:R:1 method="wB97M-V/def2-TZVPD" e_above_lowest_kcal_mol=26.2 e_tot_ev=-39950.02862 gap_ev="4.7 / 8.5" fmax_ev_per_a=6.1 e_homo_ev="-9.021 / -14.106" total_charge=+1 multiplicity=3
H 0.52918 -2.39415 -1.38331 1.225 -0.081 0.091 0.23
C -0.05046 -2.95627 -0.66456 -0.021 1.368 -1.341 -0.45
H -0.56607 -1.59113 0.86369 0.634 0.417 2.937 0.45
Cl -0.20525 0.56995 -2.12545 1.021 1.161 -0.264 0.03
Cl 3.06302 2.97586 -0.54321 -0.230 -0.257 -0.055 0.14
H -0.70202 -3.42649 -1.35628 -0.833 -1.201 -0.083 0.23
N -0.81861 -1.90302 -0.01628 -0.495 -0.919 -2.889 -0.40
C 1.03026 1.32752 -1.12176 -3.275 -4.631 2.272 0.09
H 0.51874 -3.61387 -0.04388 0.064 -0.085 0.512 0.26
C -1.43804 2.87728 2.19521 -1.007 -0.274 0.770 1.03
H 1.08022 -0.39902 2.96184 -0.288 0.089 -0.381 0.44
N 0.64259 -0.48225 2.04584 -0.019 -0.653 0.841 -0.80
C 1.84231 2.37185 -1.52352 2.516 4.345 -3.271 -0.30
C -1.59375 -1.13178 -0.66848 -1.192 -0.110 1.571 0.10
O -1.09702 1.89132 1.70977 0.764 -0.905 -1.078 -0.57
O -1.89988 3.75431 2.76355 -0.034 1.412 0.323 -0.46
C 0.87241 0.26487 1.10107 0.232 -1.052 2.152 0.67
H -1.93124 -1.20043 -1.67998 0.167 -0.777 -0.412 0.23
H -2.14264 -0.46607 -0.03022 0.037 0.865 -0.070 0.23
N 1.08389 0.79234 0.08517 0.541 1.559 -2.670 -0.42
H 1.78235 2.73917 -2.56923 0.194 -0.271 1.047 0.24

=====

Record 3
26
Properties=species:S:1:pos:R:3:forces:R:3:nbo_charge:R:1 method="wB97M-V/def2-TZVPD" e_tot_ev=-48489.30597 gap_ev="6.4 / 8.0" fmax_ev_per_a=6.3 e_homo_ev="-7.792 / -9.472" total_charge=0 multiplicity=6
C -0.08950 -1.96950 4.38430 0.055 0.596 -1.332 -0.17
H 1.43310 0.11830 -3.93720 -1.177 -0.701 0.006 0.22
H 1.36020 0.49690 6.23090 0.009 0.059 -0.097 0.22
H 0.02180 -1.12810 -4.19840 0.601 0.624 0.222 0.21
O 0.71270 1.49180 -0.90260 1.758 1.808 2.224 -0.81
H -0.02690 0.52980 -4.84290 -0.146 -0.095 0.502 0.22
H 0.36840 -1.75250 6.47840 0.002 0.036 -0.027 0.22
Mn 0.00000 0.00000 0.00000 -2.366 -2.018 -1.903 1.30
H -0.42560 -1.90930 2.25710 -0.030 0.102 -0.032 0.23
H -0.52030 -2.95510 4.50200 -0.011 0.032 -0.050 0.23
C 1.04470 0.58060 4.08990 0.035 0.168 0.365 -0.14
C 0.53230 -0.11000 2.96830 0.356 0.889 0.133 0.25
H -1.62670 0.30030 0.03650 -0.490 -0.521 -0.115 -0.54
H 2.11830 3.40400 2.49220 -0.075 -0.100 -0.218 0.26
O 1.76630 3.39390 -0.17490 -2.324 -5.041 2.256 -0.61
C -0.03600 -1.37880 3.11700 -0.181 -1.023 1.165 -0.23
C 0.41350 -1.29050 5.50050 0.623 1.331 0.063 -0.20
C 1.21420 2.23280 0.09420 1.943 4.510 -3.973 0.69
C 0.32040 -0.07670 -3.99180 0.726 0.113 -0.312 -0.86
N 0.60600 0.48590 1.75380 1.732 1.640 0.447 -0.60
C 0.97600 -0.01650 5.35760 -0.628 -1.611 0.499 -0.15
C 1.67670 2.42470 2.62580 0.065 -0.107 1.287 -0.22
C 1.16680 1.71130 1.53450 -0.495 -1.304 1.044 0.13
H 1.99930 2.40980 4.75220 -0.031 -0.086 0.008 0.23
C 1.60750 1.85690 3.90680 0.066 0.643 -1.740 -0.08
H -0.12170 0.25640 -3.04450 -0.020 0.055 -0.423 0.22

=====

Record 4
79
Properties=species:S:1:pos:R:3:forces:R:3:mulliken_spin:R:1 method="wB97M-V/def2-TZVPD" e_tot_ev=-45487.26731 gap_ev="4.8 / 7.3" fmax_ev_per_a=6.3 e_homo_ev="-7.719 / -10.608" total_charge=+1 multiplicity=2
H 5.04622 -3.51493 3.95510 -0.551 0.720 0.009 0.00
H -1.70658 3.84690 -4.04154 -0.106 0.886 -1.181 0.00
C 0.35206 0.22439 -1.25174 2.670 -0.757 -0.135 -0.03
H -4.43861 0.46273 -2.79524 -0.298 -0.593 -0.263 0.00
H -3.30131 -1.02603 -2.88922 -0.767 -0.075 -0.387 0.00
C 2.48272 1.33031 -5.34003 1.833 0.051 -2.909 0.00
O 0.59853 1.47653 -1.95729 -1.825 0.526 2.457 -0.06
N 0.67401 -2.70709 4.95701 -1.723 0.606 -1.571 0.00
H 1.21420 0.17806 -6.37726 0.045 -0.128 0.410 0.00
H -0.93579 2.57463 -4.89530 0.022 -0.748 0.533 0.00
Li -0.36290 2.88131 1.57779 0.139 -0.579 -0.121 0.93
N 3.58151 -0.21864 1.65513 -4.098 -0.254 -4.765 -0.02
H -0.84187 -0.01953 0.53848 -0.341 0.144 0.227 0.03
C -1.02013 -2.21108 8.76317 -0.199 -0.763 -0.216 0.00
C -1.92111 2.93736 -4.60261 -0.788 0.982 -0.947 0.00
H 1.22064 -0.30858 -1.63853 0.450 -0.804 0.785 0.00
C -1.29937 -2.24038 6.46493 0.473 -0.484 -1.462 0.00
H -3.80194 -1.49186 -0.68379 0.570 -0.110 0.030 0.00
O 3.04191 -4.33887 4.08692 1.083 0.714 -0.738 0.00
O -2.92223 0.30585 -1.41621 -0.340 -0.197 0.484 -0.01
H 1.74091 1.71013 -3.51664 0.235 0.141 0.556 0.01
H -2.04326 -2.53460 8.95463 -0.311 0.426 0.097 0.00
C -3.43005 0.04998 -2.77203 0.522 -0.247 1.734 0.00
N 2.41911 1.96169 -4.22153 1.358 3.010 3.816 0.00
O -0.61616 -2.84070 7.53739 0.081 0.595 0.564 0.00
H -5.56770 4.24587 -6.93839 0.115 0.233 0.642 0.00
N 1.45722 0.54560 -5.46845 -3.413 -2.967 -1.137 0.00
H -2.78861 0.49860 -4.78171 -0.472 -0.331 -0.041 0.00
H 0.79153 3.50044 -2.38325 -0.011 -0.675 -0.117 0.01
H -1.17453 -3.91597 5.14625 0.324 -0.346 -0.373 0.00
C -3.64951 -0.45313 -0.39072 -0.429 0.777 -0.676 -0.01
Li -1.50054 2.02028 -1.76488 0.359 -0.248 -0.426 0.05
H -0.42468 -0.40367 -1.68800 -0.816 0.455 0.155 0.01
H 0.42442 -4.12412 3.47243 0.677 -1.057 0.022 0.00
C -0.80112 -2.89234 5.11681 0.756 1.525 2.427 0.00
H 2.94083 -2.35363 3.49335 0.107 0.148 0.063 0.00
H -1.24859 -2.33293 4.29528 -0.245 -0.174 -0.041 0.00
C 3.97906 0.03348 2.85544 0.519 0.441 -0.797 0.01
H 4.76329 -4.83547 2.89188 -0.362 -0.485 0.016 0.00
H 0.86096 0.44752 -4.65915 -0.251 -0.311 -0.622 0.00
H 0.42021 -2.69739 2.78945 0.351 1.366 0.179 0.00
C 0.23840 0.02024 0.39877 -0.924 1.365 -0.935 -0.09
H 3.30029 2.41625 -4.02918 -0.340 0.163 0.616 0.00
H -0.93254 -1.12649 8.69933 -0.110 0.082 -0.051 0.00
H -3.58960 2.58177 -3.54930 -0.300 -0.162 -0.104 0.00
H 0.66236 4.77971 -3.18243 0.105 0.243 -0.248 0.00
H 2.60056 -0.03628 1.49835 -0.114 0.173 -0.495 -0.04
C -2.56674 0.75685 -3.74625 0.141 1.124 -0.667 0.01
H 4.84461 -5.00890 4.71984 -0.022 -0.531 -0.440 0.00
O 3.35928 1.48662 -6.17047 0.475 0.031 -0.534 0.00
H 2.50790 -3.52737 2.23295 0.440 -0.137 -0.266 0.00
Li 1.80451 2.34055 -0.17852 -0.760 -0.798 -0.267 0.14
C 0.97030 -3.18830 3.59226 -0.052 -0.987 1.239 0.00
N -2.64480 2.22526 -3.56809 1.097 -1.608 0.637 -0.01
H -4.59803 3.13829 -7.74594 0.361 -0.362 -0.242 0.00
H -3.20543 -0.33480 0.59765 0.622 -0.169 -0.410 0.01
H -1.51795 0.48012 -3.63876 0.174 -0.091 0.303 0.00
C 4.47639 -4.43986 3.86620 -0.621 0.116 0.917 0.00
O 0.79267 1.01360 1.27176 0.281 1.393 -0.619 -0.13
C 2.44760 -3.30593 3.29852 -0.462 -0.466 -0.006 0.00
H -2.74768 2.12903 -6.55108 0.441 -0.506 0.191 0.00
H -0.45122 -2.55633 9.62646 0.405 -0.172 -0.420 0.00
N 5.20502 -0.33490 2.91839 4.836 -0.803 2.415 0.00
H 0.55782 -0.95935 0.75443 0.477 -0.281 -0.705 0.01
H 1.25991 -3.10441 5.67739 -0.251 -0.454 -0.096 0.00
H 5.68042 -0.22036 3.80212 0.436 -0.015 -0.426 0.00
H -2.17639 3.77684 -6.59185 0.522 0.000 -0.075 0.00
H -3.99564 4.76049 -7.53130 0.430 0.188 0.384 0.00
H 5.67068 -0.56143 2.05125 0.366 -0.208 0.856 0.00
H -1.15843 -1.15968 6.44653 0.490 0.259 0.000 0.00
H -4.65947 -0.07127 -0.24148 -0.166 0.376 -0.393 0.00
C -2.69709 3.04933 -5.96918 0.874 0.725 0.514 0.00
H 4.16300 -0.34293 0.83872 -0.126 -0.216 0.464 0.00
O 3.32072 0.57482 3.69853 -2.503 1.278 2.480 0.01
H -2.38111 -2.34757 6.54518 -0.303 -0.440 0.111 0.00
C -4.52169 3.95160 -7.02428 -1.385 -0.244 -1.532 0.00
Li 1.31419 1.47184 3.26308 0.733 -0.873 -0.415 0.19
O -4.00085 3.50711 -5.82683 -0.381 0.419 1.571 0.00
O 0.45530 4.39510 -2.33070 -0.229 0.176 0.367 -0.01

=====

Record 5
18
Properties=species:S:1:pos:R:3:forces:R:3:nbo_charge:R:1 method="wB97M-V/def2-TZVPD" e_above_lowest_kcal_mol=32.7 e_tot_ev=-7425.89144 gap_ev=9.9 smiles="C=CO.CCC" fmax_ev_per_a=0.8 e_homo_ev=-9.098 total_charge=0
O 1.79266 2.77452 -0.00531 0.322 -0.135 0.294 -0.68
H -2.46470 -0.85190 0.47386 -0.077 -0.267 0.066 0.21
H 0.66274 -1.22177 -2.03021 0.015 0.099 -0.005 0.20
H -0.43789 2.91294 1.63065 0.060 -0.124 -0.260 0.21
C 0.54914 -1.51283 -0.98391 -0.126 0.026 -0.422 -0.60
H 0.02686 1.22693 2.29744 -0.086 0.244 0.604 0.21
H -2.38526 -0.34582 -1.19634 0.100 -0.117 -0.027 0.21
C -0.90007 -1.89834 -0.69186 -0.092 -0.140 0.203 -0.40
H -1.30266 -2.45581 -1.53999 -0.044 0.031 0.003 0.20
H -1.14980 0.14810 -0.07003 -0.005 0.082 0.076 0.21
H 2.49568 2.30944 -0.47955 -0.130 0.337 0.138 0.48
H 2.05928 1.14686 1.26707 0.187 -0.223 -0.158 0.16
H 0.86279 -0.65740 -0.38353 0.057 -0.145 0.143 0.20
H -0.92430 -2.60003 0.14050 0.065 -0.019 0.143 0.19
C -1.78015 -0.69444 -0.35465 -0.044 0.491 -0.269 -0.62
H 1.22022 -2.35169 -0.82061 0.144 -0.033 0.084 0.21
C 0.26825 2.09620 1.70870 0.296 -0.145 -0.186 -0.52
C 1.40723 1.97504 1.03774 -0.644 0.037 -0.428 0.14